(1)
Entry from the Open Molecules 2025 dataset: 2 unconnected molecules or ions with the total composition C3H4BrNO (ωB97M-V/def2-TZVPD).

## Properties
Structure (SMILES) ... C=CBr.N=C=O
HOMO energy ... -9.48 eV

Element x y z (Å)
C: 0.3339 -1.2379 -0.6100
C: 0.6166 -1.4816 0.6884
Br: 2.0325 -0.5117 1.6393
H: -0.5208 -1.7743 -1.0556
H: 0.8282 -0.5982 -1.2419
H: 0.1858 -2.3360 1.2823
N: -0.9857 1.8578 -0.8855
C: -0.7891 1.7308 0.2684
O: -0.4636 1.7093 1.3879
H: -1.2378 2.6418 -1.4734

(2)
Entry from the Open Molecules 2025 dataset: 3 unconnected molecules or ions with the total composition C3H4BrNO (ωB97M-V/def2-TZVPD).

## Properties
HOMO energy ... -10.50 eV

Element x y z (Å)
C: 0.3251 -0.5036 -0.1031
C: 2.2727 -2.7391 -0.4439
C: -0.4322 0.5699 -0.7716
N: 1.0811 -1.1232 0.5129
O: 1.5062 -3.5729 -0.5948
Br: 4.5062 0.4015 0.0830
H: -0.9302 -0.0363 -1.5210
H: -1.2441 1.1029 -0.1061
H: 0.2991 1.2781 -1.2538
H: 3.8646 -1.0158 0.0622

Which one is most stable, and which one is least stable? (1) is the most stable of them, while (2) is the least stable.

(1)
Entry from the Open Molecules 2025 dataset: a gas-phase ion, C10H12N (charge +1) (ωB97M-V/def2-TZVPD).

## Properties
Structure (SMILES) ... CC(C)C#C[n+]1ccccc1
Net charge ... +1
HOMO energy ... -13.38 eV

Element x y z (Å)
C: 0.7802 -2.5808 1.6439
C: -0.6814 -2.3627 0.9836
C: -1.0576 -3.5467 0.0815
C: -0.6114 -1.0889 0.3369
C: -0.3134 0.0195 -0.1205
N: -0.1363 1.3085 -0.5397
C: -0.1014 2.3183 0.4448
C: 0.3347 3.5719 0.1500
C: 0.6824 3.8503 -1.1450
C: 0.4516 2.9407 -2.0856
C: 0.1378 1.6321 -1.8112
H: 0.6694 -3.2784 2.4105
H: 1.6985 -2.6667 1.0268
H: 0.8098 -1.7004 2.2652
H: -1.2913 -2.1965 1.8529
H: -0.7516 -3.3165 -0.9538
H: -2.1003 -3.6220 -0.0665
H: -0.5730 -4.4386 0.4150
H: -0.2527 1.9837 1.4258
H: 0.6172 4.2742 0.9466
H: 0.9039 4.8453 -1.4583
H: 0.6926 3.2159 -3.1635
H: 0.0923 0.8376 -2.6393

(2)
Entry from the Open Molecules 2025 dataset: a molecular structure, C10H12N (ωB97M-V/def2-TZVPD).

## Properties
Net charge ... +1
HOMO energy ... -13.83 eV

Element x y z (Å)
C: 3.2354 -0.5438 -0.0234
C: 3.0758 0.8252 0.0167
C: 2.1368 -1.3088 -0.0361
C: 1.8168 1.3490 -0.0583
C: 0.8666 -0.7540 -0.0081
C: -1.5150 -0.5773 -0.0001
C: -1.1543 0.6572 -0.0117
C: -0.4012 -1.5329 -0.0541
C: -2.9937 -0.9757 -0.0865
C: -1.6341 2.0032 0.1016
N: 0.7944 0.5232 -0.1503
H: 4.2116 -0.9395 -0.0848
H: 3.8288 1.5825 0.2206
H: 2.2562 -2.3841 0.0126
H: 1.5748 2.4722 0.1845
H: -0.5833 -2.2836 -0.8497
H: -0.2622 -2.1139 0.9383
H: -3.4303 -1.1706 0.8981
H: -3.2094 -1.8469 -0.5485
H: -3.5312 -0.2100 -0.6721
H: -1.3857 2.5965 1.0359
H: -2.6323 2.0004 -0.2877
H: -1.0646 2.6315 -0.5369

Which one is most stable, and which one is least stable? (2) is the most stable of them, while (1) is the least stable.

(1)
Entry from the Open Molecules 2025 dataset: C2HNO2 in the gas phase (ωB97M-V/def2-TZVPD).

## Properties
Structure (SMILES) ... N#CC(=O)O
HOMO energy ... -12.25 eV

Element x y z (Å)
N: -2.0610 0.4523 0.4968
C: -0.9362 0.3827 0.1070
C: 0.4674 -0.0430 -0.2662
O: 1.0419 0.2667 -1.2635
O: 1.0464 -0.8410 0.7417
H: 0.5335 -0.6092 1.6520

(2)
Entry from the Open Molecules 2025 dataset: C2HNO2 in the gas phase (ωB97M-V/def2-TZVPD).

## Properties
HOMO energy (alpha / beta) ... -10.05 / -11.02 eV

Element x y z (Å)
C: 1.2569 0.0255 -0.0353
C: -0.1479 0.1486 -0.0395
N: 2.3828 -0.0767 0.0551
O: -2.1590 -0.5026 0.0671
O: -0.9292 -0.8287 -0.0561
H: -0.4036 1.2339 0.0087

Which one is most stable, and which one is least stable? (1) is the most stable of them, while (2) is the least stable.

(1)
Entry from the Open Molecules 2025 dataset: a molecular structure, C5H6N5O3S (ωB97M-V/def2-TZVPD).

## Properties
Net charge ... +1
HOMO energy ... -13.22 eV

Element x y z (Å)
C: -0.0640 0.9947 -0.7154
C: 0.7402 2.4387 2.2887
C: 0.2926 1.3577 0.5587
C: 0.3332 0.3968 1.6351
C: -0.1741 -1.5953 0.3161
N: -0.4807 -0.2225 -0.9832
N: 0.4628 2.5926 1.0175
N: 0.5924 1.1526 2.7216
N: 0.2352 -0.9735 1.4073
N: -0.2653 -2.7893 0.1215
O: -1.7717 -1.8704 -2.2331
O: -1.2997 0.3301 -3.2748
O: 0.4562 -1.4269 -3.2518
S: -0.8964 -0.8095 -2.5599
H: -0.4043 1.8252 -1.4966
H: 0.9771 3.1153 2.9862
H: 0.6587 0.8139 3.6401
H: 0.0701 -1.5328 2.2276
H: -0.4251 -3.1662 -0.8081
H: 0.9626 -0.6313 -3.5976

(2)
Entry from the Open Molecules 2025 dataset: a gas-phase ion, C5H6N5O3S (charge +1) (ωB97M-V/def2-TZVPD).

## Properties
Structure (SMILES) ... N#CNc1[nH]cnc1C=[N+]=S(=O)(O)O
Net charge ... +1
HOMO energy ... -13.27 eV

Element x y z (Å)
N: -1.7228 -0.5012 -2.0880
C: -1.4065 -1.2425 -1.2809
N: -1.1326 -1.9982 -0.2009
C: -0.0847 -1.7319 0.6542
N: 0.3924 -2.6571 1.5069
C: 1.4236 -2.0621 2.2814
N: 1.5781 -0.8518 1.9086
C: 0.5923 -0.5261 0.9546
C: 0.6545 0.7843 0.5557
N: -0.2711 1.5065 -0.0613
S: -0.4106 2.6413 -1.0876
O: -1.6765 3.2607 -1.0929
O: -0.1125 1.9191 -2.4657
O: 0.8131 3.6362 -0.9747
H: -1.2767 -3.0159 -0.3155
H: -0.2709 -3.4826 1.8434
H: 1.7806 -2.7266 3.1232
H: 1.4084 1.2051 1.2251
H: -0.8015 1.4805 -2.9753
H: 0.5234 4.3621 -1.5101

Which one is most stable, and which one is least stable? (1) is the most stable of them, while (2) is the least stable.

(1)
Entry from the Open Molecules 2025 dataset: a molecular structure, C4H11NO3 (ωB97M-V/def2-TZVPD).

## Properties
HOMO energy ... -7.69 eV

Element x y z (Å)
C: 1.5442 -0.2037 -0.6365
C: -0.3252 0.2578 -0.1631
C: -0.2738 -0.2642 1.1886
C: -2.0837 -0.0802 1.2584
N: -0.6050 1.6092 -0.4131
O: 1.3057 -1.4233 -1.3571
O: 1.8952 0.9220 -1.4079
O: 0.1054 -1.5513 1.3805
H: 1.5801 -1.3798 -2.2846
H: 2.7130 0.7587 -1.8991
H: 0.1461 -2.0230 0.5108
H: 2.3738 -0.4670 0.0331
H: -0.7818 -0.3990 -0.9004
H: 0.1375 0.4129 1.9356
H: -0.4625 1.8153 -1.3958
H: -0.0171 2.2144 0.1471
H: -2.2915 -0.6874 2.1348
H: -2.3128 0.9623 1.4521
H: -2.6475 -0.4736 0.4165

(2)
Entry from the Open Molecules 2025 dataset: 2 unconnected molecules or ions with the total composition C4H11NO3 (ωB97M-V/def2-TZVPD).

## Properties
Structure (SMILES) ... CCCNC(=O)O.O
HOMO energy ... -9.64 eV

Element x y z (Å)
C: -0.9090 -0.7177 -0.5528
C: -0.3912 0.4803 -1.5463
C: 0.5593 1.4697 -0.8785
N: 0.1477 1.9967 0.4467
C: 0.4329 1.1425 1.5814
O: -0.2331 1.1344 2.5982
O: 1.4783 0.3835 1.4209
H: -1.9863 -0.7046 -0.5421
H: -0.1845 -1.5578 -0.7956
H: -0.7244 -0.4062 0.5554
H: 0.1180 -0.1708 -2.3686
H: -1.2553 1.0582 -1.9977
H: 0.5488 2.2669 -1.5747
H: 1.5118 0.9333 -0.7419
H: -0.4122 2.8028 0.4931
H: 1.4294 -0.4464 1.7920
O: 0.2783 -3.4090 0.6085
H: -0.5383 -3.2179 0.0612
H: 0.1299 -3.0379 1.4408

Which one is most stable, and which one is least stable? (2) is the most stable of them, while (1) is the least stable.

(1)
Entry from the Open Molecules 2025 dataset: 2 unconnected molecules or ions with the total composition C4H11NO3 (ωB97M-V/def2-TZVPD).

## Properties
Structure (SMILES) ... CCC(=O)NCO.O
HOMO energy ... -9.60 eV

Element x y z (Å)
C: -1.9484 2.2561 0.1222
C: -0.9821 1.4345 -0.6591
C: -0.5162 0.0953 -0.1034
O: -1.1926 -0.5083 0.6869
N: 0.7185 -0.3733 -0.7340
C: 2.0942 0.1968 -0.7334
O: 2.6973 0.0928 0.4748
H: -1.5042 2.5268 1.1482
H: -2.1788 3.1707 -0.3524
H: -2.8818 1.6968 0.0392
H: -0.2342 1.9134 -1.4127
H: -1.4516 1.1079 -1.7104
H: 0.8114 -1.3869 -0.7382
H: 2.6520 -0.4697 -1.4457
H: 2.0283 1.2463 -1.0259
H: 2.1596 0.7344 1.1094
O: -0.7867 -2.9007 0.7897
H: -0.3153 -2.4637 1.5160
H: -1.7450 -2.8305 0.6420

(2)
Entry from the Open Molecules 2025 dataset: 4 unconnected molecules or ions with the total composition C4H11NO3 (ωB97M-V/def2-TZVPD).

## Properties
Structure (SMILES) ... c1cc[nH]c1.O.O.O
HOMO energy ... -8.63 eV

Element x y z (Å)
C: 0.1057 0.0080 0.4608
C: 1.2554 -0.8505 0.5781
C: 2.3709 -0.0437 0.4990
N: 1.9540 1.2425 0.2721
C: 0.5730 1.2938 0.3917
H: -0.8713 -0.4178 0.3305
H: 1.4478 -1.9021 0.7045
H: 3.4384 -0.1888 0.5454
H: 2.4606 2.0517 0.5947
H: 0.1207 2.2690 0.3393
O: -4.1808 -2.1427 -3.1798
H: -3.8656 -1.7300 -2.3523
H: -4.7192 -1.5048 -3.6805
O: 2.6714 0.8310 3.8482
H: 2.7635 0.4645 2.9720
H: 2.0512 0.2156 4.2862
O: -2.6844 -0.0208 -1.8820
H: -2.1129 -0.4641 -2.5329
H: -2.7787 0.8891 -2.1950

(3)
Entry from the Open Molecules 2025 dataset: 2 unconnected molecules or ions with the total composition C4H11NO3 (ωB97M-V/def2-TZVPD).

## Properties
Structure (SMILES) ... CC[C@@H](N)C(=O)O.O
HOMO energy ... -9.50 eV

Element x y z (Å)
C: 1.0050 1.9475 -0.5265
C: 0.2667 0.8703 -1.2890
C: -1.0365 0.4015 -0.6477
N: -1.7202 -0.7095 -1.2902
C: -0.9610 0.1402 0.8455
O: -0.2201 -0.6933 1.2976
O: -1.5405 1.0984 1.5729
H: 2.0443 1.7524 -0.2852
H: 0.5196 2.2098 0.4193
H: 1.0543 2.9272 -1.0147
H: 0.8802 -0.0199 -1.4636
H: -0.0011 1.1850 -2.2941
H: -1.7603 1.2022 -0.7537
H: -1.7448 -0.6249 -2.2958
H: -1.4168 -1.6295 -0.9970
H: -1.7519 0.8956 2.4942
O: 2.3207 -3.8684 2.3173
H: 2.6907 -3.3580 1.5938
H: 1.3717 -3.7267 2.3169

(4)
Entry from the Open Molecules 2025 dataset: 2 unconnected molecules or ions with the total composition C4H11NO3 (ωB97M-V/def2-TZVPD).

## Properties
Structure (SMILES) ... CC(=O)[C@@H](N)O.CO
HOMO energy ... -9.80 eV

Element x y z (Å)
C: -0.1562 1.8428 0.4984
C: 1.0936 1.0882 0.2130
O: 1.8874 1.3604 -0.6565
C: 1.3399 -0.1918 1.0408
N: 0.4917 -1.2450 0.4879
O: 2.6965 -0.5218 1.0023
H: -0.2258 2.7127 -0.1499
H: -1.0206 1.1935 0.3445
H: -0.1644 2.1495 1.5423
H: 1.0504 -0.0425 2.0862
H: 0.7113 -1.3991 -0.5234
H: 0.6473 -2.1094 0.9965
H: 3.0713 -0.1055 0.2067
C: -2.0532 -0.7639 -1.5171
O: -2.0856 -0.6155 -0.1349
H: -2.1760 -1.8072 -1.8290
H: -2.8688 -0.1748 -1.9417
H: -1.0506 -0.4200 -1.9178
H: -1.1883 -0.9509 0.2516

Which one is most stable, and which one is least stable? (3) is the most stable of them, while (1) is the least stable.

(1)
Entry from the Open Molecules 2025 dataset: 2 unconnected molecules or ions with the total composition C4H11NO3 (ωB97M-V/def2-TZVPD).

## Properties
Structure (SMILES) ... CCCNC(=O)O.O
HOMO energy ... -9.98 eV

Element x y z (Å)
C: -1.1887 -0.5036 -2.3942
C: -1.0572 0.9626 -2.0652
C: 0.2614 1.1921 -1.2003
N: 0.0424 1.4037 0.1968
C: 0.4820 0.5673 1.2031
O: 0.3051 0.6205 2.3959
O: 1.1956 -0.4823 0.7017
H: -0.2747 -0.8832 -2.8056
H: -1.5576 -1.2086 -1.6521
H: -1.8755 -0.7112 -3.2305
H: -0.8964 1.6273 -2.9202
H: -1.9190 1.1534 -1.3910
H: 0.9490 1.9661 -1.6131
H: 0.7189 0.1872 -1.3200
H: -0.7248 2.0182 0.4467
H: 2.1621 -0.2608 0.6492
O: 0.1179 -2.8204 1.5417
H: -0.3831 -3.3844 0.9391
H: -0.3045 -1.9728 1.3467

(2)
Entry from the Open Molecules 2025 dataset: 2 unconnected molecules or ions with the total composition C4H11NO3 (ωB97M-V/def2-TZVPD).

## Properties
Structure (SMILES) ... CC[C@@H](N)C(=O)O.O
HOMO energy ... -9.69 eV

Element x y z (Å)
C: 0.1482 0.1634 -2.1118
C: 0.7134 0.8716 -0.8206
C: 1.2695 -0.2034 0.2397
N: 2.1631 0.2153 1.3156
C: 0.1698 -1.1537 0.8679
O: -0.9777 -0.8997 1.0679
O: 0.6388 -2.3893 1.1605
H: -0.3600 -0.7365 -1.9028
H: 0.9753 0.1204 -2.8976
H: -0.6783 0.7944 -2.4952
H: -0.1107 1.5459 -0.3347
H: 1.5141 1.5109 -1.1291
H: 1.9189 -0.8647 -0.3708
H: 3.0723 0.3148 0.9995
H: 1.9274 1.0791 1.7135
H: 0.0221 -3.0585 1.2387
O: -4.2980 1.3202 1.2818
H: -4.1024 0.8659 0.4344
H: -4.0061 0.5038 1.7431

Which one is most stable, and which one is least stable? (1) is the most stable of them, while (2) is the least stable.

(1)
Entry from the Open Molecules 2025 dataset: 2 unconnected molecules or ions with the total composition C4H12NO3 (ωB97M-V/def2-TZVPD).

## Properties
Net charge ... +1
HOMO energy ... -14.21 eV

Element x y z (Å)
C: -2.1312 -0.0068 -0.5339
C: -1.8986 0.0854 1.0016
C: -0.3884 0.3632 1.4046
C: 0.5964 -0.3812 0.4153
O: 1.8086 -0.3424 1.2212
O: 0.7253 0.1371 -0.7840
N: -1.7814 1.1539 -1.2799
H: -1.4702 -0.8381 -0.8816
H: -3.1104 -0.3388 -0.7290
H: -2.1230 -0.8768 1.3128
H: -2.5868 0.8525 1.3945
H: -0.1328 0.0259 2.4532
H: -0.1546 1.4350 1.1894
H: 2.4409 -0.2109 0.4682
H: -2.4525 1.3306 -2.0051
H: -0.8272 1.0910 -1.6513
H: 0.1890 -1.4767 0.3820
H: 4.0810 -0.5900 -1.8275
H: 5.0942 -0.8215 -0.6894
O: 4.1216 -0.5915 -0.8608

(2)
Entry from the Open Molecules 2025 dataset: 2 unconnected molecules or ions with the total composition C4H12NO3 (ωB97M-V/def2-TZVPD).

## Properties
Net charge ... +1
HOMO energy ... -14.57 eV

Element x y z (Å)
O: -1.2542 -0.9754 2.1279
C: -0.9524 -0.1350 1.3348
C: 0.1533 -0.4281 0.2782
C: 0.9481 0.8254 -0.1148
C: 0.2536 1.6480 -1.1475
O: 2.1931 0.2968 -0.6571
N: 1.0497 -1.4720 0.9534
H: -1.3390 0.8991 1.3373
H: -0.3264 -0.9889 -0.5249
H: 1.3718 1.3427 0.7430
H: 0.7216 2.6195 -1.1895
H: 0.1020 1.1520 -2.0977
H: -0.7871 1.9445 -0.9499
H: 2.1027 0.2081 -1.6007
H: 0.5287 -2.0502 1.6245
H: 1.8909 -1.0878 1.3680
H: 1.3081 -2.0625 0.1728
H: -2.6104 -0.4078 -2.6229
H: -2.9919 0.5596 -1.5802
O: -2.1885 0.2152 -2.0125

(3)
Entry from the Open Molecules 2025 dataset: 2 unconnected molecules or ions with the total composition C4H12NO3 (ωB97M-V/def2-TZVPD).

## Properties
Net charge ... +1
HOMO energy ... -11.56 eV

Element x y z (Å)
C: 2.2774 0.3691 -0.5989
C: 0.8923 -0.2342 -0.5225
C: -0.1626 0.8176 -0.2797
C: -2.1128 -0.3346 -0.4001
N: 0.9799 -1.1119 0.7392
O: -0.0637 1.2843 1.0902
O: -1.8088 -1.3178 0.5751
O: -2.8033 0.7882 -0.0317
H: 2.5194 1.4162 -1.0222
H: 2.6828 0.4036 0.3873
H: 2.9614 -0.2176 -1.1818
H: 0.6951 -0.7993 -1.4110
H: -0.3568 1.5125 -0.9805
H: -2.0794 -0.6151 -1.5471
H: 0.1911 -1.7757 0.7120
H: 0.9079 -0.3993 1.4532
H: 1.7738 -1.6305 0.8175
H: -0.7067 2.0375 1.1740
H: -2.0165 -0.8634 1.4362
H: -3.7706 0.6704 -0.4093

Which one is most stable, and which one is least stable? (2) is the most stable of them, while (1) is the least stable.